1.
Below is 10 unconnected molecules or ions with the total composition C28H83N7O10 at a distorted geometry, with properties calculated with wB97M-V/def2-TZVPD.

The geometry in ORCA input format:
```
! wB97M-V def2-TZVPD RIJCOSX def2/J DEFGRID3
* xyz 0 1
C -9.81 -9.50 0.87
O -8.67 -10.08 0.24
C -7.97 -11.04 0.87
C -6.89 -11.59 -0.09
C -6.27 -12.92 0.43
N -5.80 -10.64 -0.25
H -10.48 -8.86 0.29
H -9.36 -8.80 1.58
H -10.35 -10.24 1.46
H -7.48 -10.67 1.76
H -8.62 -11.80 1.30
H -7.31 -11.88 -1.05
H -5.52 -13.35 -0.23
H -6.97 -13.74 0.56
H -5.78 -12.82 1.40
H -6.10 -9.89 -0.86
H -5.08 -10.99 -0.87
C -3.01 -14.74 4.60
O -2.53 -15.59 5.62
C -1.69 -16.68 5.17
C -2.42 -17.88 4.55
C -3.26 -18.60 5.59
N -1.47 -18.92 4.18
H -2.28 -14.02 4.24
H -3.91 -14.27 5.00
H -3.30 -15.28 3.70
H -0.94 -16.19 4.56
H -1.23 -17.10 6.07
H -3.03 -17.59 3.69
H -3.89 -17.82 6.03
H -2.70 -19.03 6.42
H -3.77 -19.45 5.14
H -1.12 -19.22 5.08
H -0.66 -18.49 3.76
C -12.07 -13.28 3.57
O -11.13 -12.99 4.65
C -10.57 -14.25 5.12
C -9.52 -13.86 6.17
C -8.42 -12.98 5.60
N -8.99 -15.07 6.76
H -12.96 -13.63 4.09
H -11.74 -13.99 2.82
H -12.38 -12.34 3.10
H -11.35 -14.91 5.48
H -10.08 -14.74 4.28
H -9.85 -13.33 7.07
H -8.83 -12.04 5.25
H -7.95 -13.36 4.68
H -7.60 -12.85 6.30
H -8.40 -14.83 7.54
H -8.40 -15.53 6.08
C -2.98 -19.14 12.24
O -3.88 -18.67 13.23
C -3.64 -19.05 14.60
C -4.82 -18.66 15.56
C -5.19 -17.19 15.56
N -4.51 -19.00 16.92
H -2.02 -18.64 12.30
H -3.38 -18.87 11.26
H -2.83 -20.21 12.40
H -3.48 -20.12 14.71
H -2.75 -18.45 14.79
H -5.69 -19.24 15.25
H -4.25 -16.78 15.92
H -6.05 -16.85 16.13
H -5.23 -16.87 14.51
H -5.38 -18.81 17.39
H -3.84 -18.35 17.29
C 2.61 -7.35 3.51
O 1.90 -7.93 2.41
C 2.03 -9.36 2.24
C 0.80 -10.06 1.62
C 0.82 -11.55 1.61
N 0.61 -9.64 0.30
H 2.34 -6.30 3.61
H 3.67 -7.46 3.30
H 2.35 -7.76 4.48
H 2.92 -9.51 1.62
H 2.17 -9.75 3.25
H -0.03 -9.84 2.28
H 0.64 -11.95 2.61
H 1.81 -11.85 1.28
H 0.11 -12.06 0.96
H -0.31 -9.93 0.02
H 0.43 -8.66 0.42
C -6.17 -24.47 5.61
O -6.50 -25.70 6.18
C -7.59 -25.75 7.03
C -7.50 -27.07 7.88
C -7.34 -28.32 7.04
N -8.67 -27.15 8.72
H -5.90 -23.63 6.25
H -7.04 -24.12 5.05
H -5.46 -24.66 4.80
H -7.60 -24.86 7.66
H -8.50 -25.69 6.44
H -6.63 -26.90 8.53
H -7.61 -29.25 7.55
H -6.31 -28.54 6.76
H -7.98 -28.35 6.16
H -9.41 -27.15 8.04
H -8.92 -26.28 9.17
C 3.09 -16.85 1.85
O 2.66 -17.25 3.18
C 3.72 -17.52 4.09
C 4.70 -18.67 3.78
C 4.09 -19.99 3.57
N 5.66 -18.69 4.85
H 3.53 -17.69 1.33
H 3.81 -16.04 1.99
H 2.26 -16.45 1.26
H 4.22 -16.58 4.32
H 3.31 -17.89 5.03
H 5.27 -18.51 2.86
H 4.85 -20.74 3.36
H 3.50 -20.00 2.65
H 3.40 -20.34 4.35
H 6.20 -19.54 4.83
H 6.36 -17.96 4.80
O 0.47 -21.23 7.04
H 0.76 -22.10 6.77
H 1.25 -20.82 7.41
O 0.00 -15.97 10.36
H 0.66 -16.59 10.67
H -0.04 -16.11 9.42
O -3.71 -10.22 2.57
H -4.06 -10.18 1.68
H -3.94 -9.37 2.95
*
```

Values from the calculation:
- highest occupied orbital energy (eV) = -9.100
- orbital gap (eV) = 9.4
- SMILES string = COC[C@H](C)N.COC[C@H](C)N.COC[C@H](C)N.COC[C@H](C)N.COC[C@H](C)N.COC[C@H](C)N.COC[C@H](C)N.O.O.O
- LUMO energy (eV) = 0.25

2.
Below is a molecular structure, C28H83O14Sn at a distorted geometry, with properties calculated with wB97M-V/def2-TZVPD.

The geometry in ORCA input format:
```
! wB97M-V def2-TZVPD RIJCOSX def2/J DEFGRID3
* xyz 1 1
Sn -27.61 -28.45 9.18
C -32.04 -32.10 8.30
C -31.25 -31.03 9.07
O -30.42 -30.20 8.29
H -32.37 -31.63 7.38
H -32.91 -32.48 8.84
H -31.38 -32.95 8.08
H -30.70 -31.42 9.92
H -32.06 -30.38 9.42
C -27.68 -33.23 6.58
C -27.54 -31.70 6.38
O -27.83 -31.14 7.67
H -27.32 -33.73 5.68
H -28.73 -33.45 6.78
H -26.96 -33.54 7.34
H -28.10 -31.25 5.56
H -26.49 -31.48 6.17
H -28.77 -31.21 7.83
C -23.59 -26.05 7.29
C -24.39 -26.02 8.64
O -25.74 -26.01 8.31
H -23.86 -26.96 6.76
H -22.52 -25.90 7.36
H -23.97 -25.25 6.64
H -24.15 -25.16 9.26
H -24.14 -26.87 9.27
H -25.83 -25.16 7.87
C -32.55 -28.98 4.92
C -31.28 -29.84 4.77
O -30.27 -29.29 5.54
H -33.12 -29.01 5.85
H -33.24 -29.38 4.18
H -32.35 -27.94 4.64
H -30.97 -29.85 3.72
H -31.39 -30.89 5.04
H -30.32 -29.68 6.42
C -24.16 -31.55 8.15
C -24.23 -30.09 7.62
O -24.62 -29.20 8.65
H -25.13 -31.83 8.57
H -23.40 -31.67 8.91
H -24.01 -32.30 7.38
H -24.89 -30.04 6.76
H -23.29 -29.70 7.24
H -24.02 -29.22 9.39
C -28.71 -24.81 9.90
C -30.01 -25.24 9.27
O -29.71 -26.44 8.62
H -28.33 -25.57 10.58
H -28.92 -23.93 10.51
H -27.96 -24.55 9.16
H -30.41 -24.60 8.48
H -30.78 -25.47 10.01
H -30.53 -26.79 8.28
C -28.56 -31.13 15.13
C -27.92 -29.78 15.19
O -27.54 -29.30 13.98
H -29.48 -31.10 14.56
H -28.81 -31.49 16.13
H -27.89 -31.89 14.73
H -27.09 -29.71 15.89
H -28.67 -29.06 15.53
H -26.58 -29.28 13.93
C -30.30 -26.88 12.94
C -30.41 -28.23 12.22
O -29.07 -28.64 11.88
H -30.10 -26.03 12.29
H -29.47 -26.98 13.64
H -31.23 -26.65 13.47
H -31.02 -28.18 11.32
H -30.85 -28.92 12.94
H -28.60 -28.89 12.68
C -21.17 -29.36 9.71
C -21.85 -29.03 11.08
O -23.23 -28.97 10.87
H -21.35 -30.34 9.27
H -20.12 -29.51 9.99
H -21.27 -28.57 8.96
H -21.49 -28.05 11.38
H -21.63 -29.76 11.86
H -23.62 -28.81 11.74
C -27.78 -32.12 11.14
C -26.46 -31.60 11.70
O -26.18 -30.34 11.14
H -28.08 -33.10 11.50
H -27.62 -32.23 10.07
H -28.57 -31.42 11.40
H -25.66 -32.30 11.47
H -26.44 -31.55 12.79
H -25.55 -29.90 11.71
C -25.86 -27.38 4.92
C -27.26 -27.97 4.79
O -27.81 -28.15 6.14
H -25.96 -26.47 5.52
H -25.35 -27.29 3.96
H -25.19 -28.02 5.49
H -27.21 -28.91 4.24
H -27.97 -27.38 4.20
H -28.67 -28.53 5.96
C -28.08 -23.75 5.73
C -26.64 -23.27 5.92
O -26.32 -23.49 7.33
H -28.22 -24.81 5.95
H -28.33 -23.59 4.68
H -28.79 -23.21 6.36
H -26.51 -22.21 5.71
H -25.99 -23.84 5.26
H -26.80 -22.86 7.87
C -26.62 -25.60 13.10
C -25.80 -25.95 11.90
O -26.05 -27.26 11.56
H -26.26 -26.26 13.89
H -27.69 -25.64 12.88
H -26.50 -24.59 13.48
H -24.74 -25.77 12.07
H -26.07 -25.25 11.10
H -25.56 -27.74 12.23
C -33.52 -26.10 8.34
C -33.13 -27.56 8.68
O -31.93 -27.85 7.91
H -33.88 -26.01 7.31
H -32.74 -25.41 8.66
H -34.42 -25.78 8.87
H -33.85 -28.36 8.49
H -32.83 -27.62 9.72
H -31.68 -28.77 8.04
*
```

Values from the calculation:
- highest occupied orbital energy (eV) = -9.938
- orbital gap (eV) = 6.8
- LUMO energy (eV) = -3.13

3.
Below is 10 unconnected molecules or ions with the total composition C28H84F18N7O7P3 at a distorted geometry, with properties calculated with wB97M-V/def2-TZVPD.

The geometry in ORCA input format:
```
! wB97M-V def2-TZVPD RIJCOSX def2/J DEFGRID3
* xyz 4 1
C 2.87 -4.06 1.87
C 3.14 -3.54 3.22
C 2.07 -2.58 3.78
O 2.15 -2.36 5.22
C 1.02 -1.76 5.72
N 3.17 -4.83 4.12
H 2.28 -5.30 4.18
H 3.79 -5.52 3.72
H 3.64 -4.71 5.01
H 1.87 -4.49 1.76
H 3.64 -4.71 1.46
H 2.78 -3.17 1.24
H 4.16 -3.14 3.22
H 1.07 -2.84 3.43
H 2.17 -1.66 3.21
H 0.19 -2.43 5.51
H 0.89 -0.79 5.24
H 1.15 -1.66 6.80
C -2.86 2.48 -1.87
C -3.00 2.02 -3.35
C -3.49 3.10 -4.46
O -3.29 2.69 -5.80
C -4.06 3.45 -6.75
N -1.70 1.24 -3.81
H -0.80 1.67 -3.68
H -1.55 0.28 -3.55
H -1.77 1.25 -4.82
H -3.58 3.28 -1.71
H -1.87 2.87 -1.66
H -3.11 1.72 -1.13
H -3.81 1.30 -3.32
H -2.95 4.03 -4.29
H -4.54 3.29 -4.28
H -3.81 3.15 -7.77
H -3.97 4.52 -6.59
H -5.11 3.19 -6.59
C 5.25 0.63 0.35
C 4.36 0.89 1.66
C 4.91 0.26 2.90
O 3.99 0.50 4.01
C 4.29 -0.14 5.31
N 4.20 2.41 1.85
H 4.98 2.81 2.35
H 4.15 2.79 0.91
H 3.33 2.67 2.30
H 5.58 -0.41 0.27
H 6.16 1.22 0.36
H 4.65 0.84 -0.54
H 3.30 0.64 1.54
H 5.85 0.74 3.18
H 5.04 -0.80 2.70
H 3.39 -0.28 5.91
H 4.95 0.51 5.89
H 4.69 -1.13 5.13
C 3.33 1.13 -3.39
C 3.55 -0.24 -4.14
C 4.97 -0.83 -4.05
O 5.13 -1.52 -2.86
C 6.43 -2.02 -2.52
N 2.59 -1.24 -3.56
H 2.73 -2.22 -3.79
H 2.44 -1.15 -2.57
H 1.67 -1.03 -3.94
H 3.88 1.90 -3.92
H 3.80 1.21 -2.41
H 2.27 1.40 -3.34
H 3.19 -0.15 -5.17
H 5.77 -0.10 -4.11
H 5.31 -1.44 -4.89
H 7.12 -1.20 -2.31
H 6.81 -2.72 -3.25
H 6.39 -2.57 -1.58
C 0.23 6.03 1.03
C 1.03 4.73 1.14
C 1.07 4.28 2.68
O 1.47 2.87 2.72
C 1.25 2.29 4.00
N 0.35 3.70 0.21
H 0.77 2.80 0.05
H -0.60 3.65 0.54
H 0.35 4.08 -0.73
H -0.84 5.98 1.22
H 0.31 6.50 0.04
H 0.45 6.75 1.82
H 2.06 4.66 0.81
H 0.19 4.46 3.29
H 1.90 4.81 3.15
H 1.58 1.25 4.01
H 0.18 2.18 4.17
H 1.67 2.87 4.82
C -2.83 -4.76 0.97
C -2.31 -3.30 1.23
C -1.57 -3.16 2.62
O -1.04 -1.81 2.74
C -1.88 -0.90 3.42
N -1.46 -2.82 0.04
H -1.82 -2.96 -0.89
H -1.24 -1.85 0.19
H -0.55 -3.25 -0.08
H -3.46 -4.92 0.10
H -3.47 -4.99 1.82
H -1.99 -5.46 0.91
H -3.17 -2.64 1.15
H -0.72 -3.81 2.84
H -2.18 -3.40 3.49
H -2.31 -1.22 4.37
H -2.66 -0.53 2.75
H -1.17 -0.10 3.62
C -6.58 -3.32 1.35
C -7.00 -2.26 0.30
C -6.56 -0.82 0.69
O -5.15 -0.62 0.77
C -4.74 0.68 1.03
N -6.31 -2.62 -1.00
H -5.35 -2.39 -0.76
H -6.33 -3.61 -1.19
H -6.58 -2.01 -1.75
H -5.52 -3.57 1.30
H -7.14 -4.25 1.32
H -6.58 -3.07 2.42
H -8.06 -2.36 0.09
H -6.89 -0.69 1.72
H -7.09 -0.10 0.08
H -3.69 0.75 0.74
H -4.89 1.04 2.05
H -5.19 1.43 0.38
P -3.07 -2.47 -3.43
F -2.78 -3.41 -4.73
F -2.72 -3.80 -2.58
F -1.48 -2.05 -3.28
F -3.30 -1.52 -2.09
F -3.25 -1.26 -4.46
F -4.61 -2.80 -3.35
P 0.59 0.14 -0.54
F 0.22 1.28 -1.67
F 2.09 -0.02 -1.10
F 1.25 1.23 0.45
F 0.95 -0.99 0.56
F -0.85 0.34 0.22
F 0.14 -0.95 -1.59
P 0.25 4.96 -3.68
F 0.41 3.36 -3.50
F -0.55 4.67 -5.04
F -1.16 4.87 -2.83
F 0.12 6.57 -3.87
F 1.10 5.20 -2.24
F 1.56 5.09 -4.62
*
```

Values from the calculation:
- highest occupied orbital energy (eV) = -16.488
- orbital gap (eV) = 8.0
- LUMO energy (eV) = -8.48